3 unconnected molecules or ions with the total composition C47H53BrClFN4O7P. Source: the OMol25 dataset; level of theory: ωB97M-V with the def2-TZVPD basis set.

The geometry in XYZ format:
```
115
C47H53BrClFN4O7P (ωB97M-V with the def2-TZVPD basis set)
C 4.36 1.33 0.45
C 4.03 2.15 -0.80
O 3.58 1.23 -1.81
C 2.75 1.85 -2.77
C 1.25 1.59 -2.54
O 0.96 1.73 -1.15
C -0.42 1.56 -0.93
C -0.87 2.08 0.46
P 0.52 3.24 1.00
N 0.27 3.80 2.46
C -0.97 1.05 1.60
C -1.07 -0.44 1.24
Br 0.66 -1.14 0.62
C -2.24 -0.94 0.39
C -2.34 -2.49 0.55
C -2.04 1.57 2.58
Cl -2.03 0.70 4.12
N -3.37 1.69 1.98
C -3.30 2.15 0.72
N -4.35 1.96 -0.04
C -4.47 2.33 -1.44
C -5.38 3.54 -1.71
C -6.75 3.52 -0.98
C -6.69 4.05 0.47
C -7.44 2.13 -1.09
N -2.17 2.76 0.25
C -2.21 4.18 0.01
C -2.37 5.02 1.28
O -3.05 4.76 2.16
F -1.67 6.14 1.25
H 4.59 0.30 0.16
H 5.20 1.81 0.96
H 3.54 1.27 1.16
H 4.88 2.71 -1.20
H 3.22 2.84 -0.54
H 3.00 1.49 -3.77
H 2.90 2.93 -2.75
H 0.69 2.36 -3.09
H 0.98 0.60 -2.92
H -0.95 2.18 -1.68
H -0.68 0.52 -1.16
H 0.67 4.29 0.06
H 1.71 2.49 1.01
H 0.26 4.82 2.40
H -0.05 1.12 2.20
H -1.19 -0.95 2.20
H -2.14 -0.77 -0.68
H -3.22 -0.56 0.70
H -3.35 -2.81 0.81
H -2.04 -3.01 -0.36
H -1.65 -2.85 1.32
H -1.73 2.58 2.83
H -3.93 0.84 2.07
H -5.15 1.50 0.37
H -4.87 1.49 -2.01
H -3.50 2.54 -1.89
H -5.60 3.53 -2.78
H -4.92 4.51 -1.51
H -7.39 4.22 -1.52
H -7.69 4.37 0.73
H -6.08 4.95 0.55
H -6.37 3.28 1.17
H -7.03 1.59 -1.94
H -7.31 1.59 -0.15
H -8.49 2.28 -1.33
H -3.12 4.41 -0.55
H -1.42 4.58 -0.61
C 2.73 -0.61 3.90
C 3.08 0.74 3.92
C 4.31 1.13 4.42
C 5.20 0.17 4.90
C 4.84 -1.18 4.90
C 3.61 -1.56 4.38
C 5.76 -2.21 5.46
O 5.45 -3.38 5.45
C 7.06 -1.77 6.03
C 7.90 -2.71 6.61
C 9.12 -2.31 7.14
C 9.50 -0.97 7.08
C 8.66 -0.03 6.51
C 7.43 -0.42 5.99
C 6.53 0.61 5.42
O 6.86 1.77 5.37
H 1.77 -0.91 3.50
H 2.39 1.49 3.55
H 4.58 2.18 4.43
H 3.34 -2.61 4.37
H 7.61 -3.75 6.65
H 9.78 -3.04 7.59
H 10.46 -0.67 7.49
H 8.96 1.01 6.47
C -4.59 -6.25 -6.34
C -5.03 -5.21 -5.53
C -4.12 -4.34 -4.95
C -2.76 -4.52 -5.18
C -2.32 -5.57 -5.98
C -3.24 -6.43 -6.56
C -0.86 -5.81 -6.19
O -0.48 -6.72 -6.89
C 0.11 -4.89 -5.52
C 1.47 -5.12 -5.67
C 2.38 -4.28 -5.06
C 1.94 -3.19 -4.32
C 0.58 -2.95 -4.17
C -0.34 -3.81 -4.77
C -1.79 -3.57 -4.57
O -2.18 -2.61 -3.91
H -5.31 -6.92 -6.80
H -6.09 -5.08 -5.35
H -4.47 -3.53 -4.32
H -2.89 -7.24 -7.19
H 1.82 -5.97 -6.24
H 3.44 -4.46 -5.17
H 2.65 -2.52 -3.85
H 0.23 -2.11 -3.59
```

Output
net charge = +1
lowest unoccupied orbital energy = -0.110 Eh
max |F| = 0.1001 Eh/bohr
electronic energy = -6043.65533 Eh
molar mass = 951.29 u
HOMO-LUMO gap = 8.0 eV